Below is a structure of composition C24H26MoN4Si, with properties calculated with ωB97M-V/def2-TZVPD.

The HOMO energy (alpha / beta) is -0.5024 / -0.5064 hartree. As for the multiplicity: 3. The total charge is +2.

Each line ends with the Löwdin spin population.
CARTESIAN COORDINATES (ANGSTROEM)
Mo  -0.43  -0.06  -1.24  1.595
Si  0.14  -0.15  -3.66  0.097
N  -2.45  -3.37  0.68  0.008
N  0.57  -2.82  1.76  0.012
N  -2.09  -1.51  -0.50  0.022
N  0.47  -1.10  0.40  0.046
C  0.12  2.03  -1.09  0.039
C  -1.57  -2.36  0.41  0.014
C  -0.90  -0.35  -6.26  0.006
C  3.05  -3.33  -2.75  0.002
C  -3.59  -3.15  -0.09  0.000
C  -1.43  1.22  0.43  0.025
C  1.89  -1.86  -5.55  0.004
C  3.05  0.49  -6.49  0.000
C  -2.12  1.53  -0.78  -0.014
C  2.52  -1.83  -6.81  0.000
C  -2.50  -0.34  -4.44  0.005
C  2.43  0.44  -5.22  0.005
C  -1.17  -0.51  -4.91  0.012
C  -0.22  -2.15  0.88  0.024
C  -2.89  1.02  -6.39  0.007
C  1.67  -0.67  -4.82  0.025
C  1.79  -2.15  1.86  -0.001
C  -1.17  2.01  -1.72  0.001
C  3.03  -0.62  -7.33  0.004
C  -0.05  1.56  0.25  0.009
C  -3.38  -1.98  -0.76  0.005
C  1.71  -1.06  1.04  0.019
C  -3.23  0.69  -5.05  -0.002
C  -1.82  0.37  -7.04  0.000
H  3.38  -4.26  -2.25  0.000
H  -4.03  1.24  -4.55  0.000
H  1.05  2.37  -1.55  0.014
H  3.42  -0.57  -8.36  0.000
H  -1.66  0.40  -8.12  0.000
H  0.72  1.53  1.01  0.002
H  3.54  1.41  -6.81  0.000
H  1.49  -2.81  -5.20  0.000
H  2.38  -0.23  0.84  0.002
H  -4.09  -1.47  -1.38  0.000
H  3.85  -2.58  -2.68  0.000
H  -1.28  -0.25  -2.63  0.004
H  2.20  -3.10  -2.16  0.002
H  2.74  -3.56  -3.78  0.000
H  -1.92  0.91  1.36  0.002
H  0.31  -3.69  2.19  0.000
H  -4.40  -3.86  -0.11  0.000
H  -3.47  1.77  -6.96  0.000
H  2.62  -2.75  -7.40  0.000
H  2.60  -2.51  2.45  0.000
H  2.47  1.31  -4.56  0.000
H  0.07  -0.65  -6.65  0.000
H  -1.41  2.40  -2.71  0.002
H  -2.26  -4.19  1.27  0.000
H  -2.91  -0.85  -3.58  0.000
H  -3.20  1.55  -0.93  0.000